(1)
Below is a structure of composition C21H31As2O11S4SbSe2Tc, with properties calculated with ωB97M-V/def2-TZVPD.

CARTESIAN COORDINATES (ANGSTROEM)
1 Tc -0.7456 -1.6026 1.7293
2 O -0.2571 -7.2439 3.2414
3 C -1.4652 -6.6403 3.6635
4 C -1.5225 -5.2109 3.1084
5 C -2.7994 -4.5488 3.6404
6 O -2.6900 -4.1234 4.9835
7 C -1.6304 -5.3580 1.5838
8 Se -0.9657 -3.8735 0.4731
9 C -0.2451 -4.4828 3.5538
10 Se -0.3568 -2.5411 3.8006
11 H -0.1802 -8.1170 3.6368
12 H -1.5120 -6.6005 4.7592
13 H -2.3353 -7.2035 3.3035
14 H -3.6387 -5.2444 3.5209
15 H -3.0339 -3.6646 3.0495
16 H -2.7239 -4.8882 5.5665
17 H -2.6677 -5.5085 1.2821
18 H -1.0390 -6.2080 1.2449
19 H 0.5695 -4.6585 2.8474
20 H 0.0914 -4.8699 4.5143
21 S -2.7751 -3.7691 -0.8612
22 Sb -3.2423 -1.5052 -1.5908
23 S -0.9613 -0.9306 -0.6984
24 S -3.2505 -1.4859 1.8232
25 S -4.2664 -0.5711 0.3101
26 C 2.0013 4.0267 2.7393
27 O 2.0318 3.0006 1.7214
28 C 0.9473 2.9495 0.9591
29 O 0.0110 3.7043 1.0283
30 C 1.0412 1.7816 0.0178
31 C 2.1172 1.5838 -0.7518
32 As 2.7074 3.0810 -1.9260
33 C 2.5042 4.7424 -0.9225
34 C 0.8216 3.0176 -2.7168
35 C -0.2352 2.2447 -2.4582
36 As -0.6173 1.2412 -0.8032
37 C -2.0919 2.1500 0.0139
38 C -1.4058 1.9455 -3.3402
39 O -2.3495 1.3373 -2.8580
40 O -1.2784 2.2712 -4.6005
41 C -2.3853 1.9135 -5.4604
42 C 0.7167 4.0455 -3.8196
43 O -0.2001 4.8095 -3.9217
44 O 1.8325 4.0531 -4.5497
45 C 1.8961 5.0554 -5.5879
46 C 2.2639 0.3133 -1.5625
47 O 1.3522 -0.1783 -2.1804
48 O 3.4656 -0.2358 -1.5643
49 C 4.4705 0.2201 -0.6422
50 H 2.9674 3.9700 3.2284
51 H 1.1934 3.8120 3.4355
52 H 1.8453 5.0015 2.2815
53 H 3.2837 4.7763 -0.1623
54 H 1.5221 4.8832 -0.4802
55 H 2.6908 5.5365 -1.6466
56 H -1.9639 3.2171 -0.1297
57 H -2.1077 1.9073 1.0748
58 H -2.9785 1.7682 -0.4826
59 H -2.0434 2.1326 -6.4658
60 H -3.2500 2.5204 -5.2010
61 H -2.6158 0.8570 -5.3438
62 H 2.9444 5.1290 -5.8566
63 H 1.5136 6.0031 -5.2183
64 H 1.3050 4.7225 -6.4385
65 H 5.1394 -0.6249 -0.5089
66 H 4.0315 0.4941 0.3165
67 H 5.0116 1.0609 -1.0793
68 O -0.3644 1.1215 3.0086
69 C -0.5072 0.0873 2.5260
70 C 1.3207 -1.6189 1.0415
71 H 1.9222 -0.8532 1.5323
72 H 1.4354 -1.5308 -0.0374
73 H 1.7306 -2.5964 1.3060

Force components x, y, z for each atom (eV/Å):
Tc -0.113 0.202 -0.014
O 0.051 -0.004 0.001
C -0.022 0.006 0.032
C -0.025 -0.073 -0.124
C -0.043 -0.068 0.022
O 0.072 -0.030 0.091
C -0.032 -0.036 0.049
Se -0.012 -0.077 -0.056
C 0.102 -0.005 -0.072
Se 0.016 0.052 -0.025
H 0.007 -0.006 -0.020
H -0.013 0.010 -0.012
H 0.004 0.008 -0.006
H -0.003 -0.003 -0.060
H 0.018 -0.007 0.017
H -0.049 0.045 0.028
H 0.004 0.013 0.001
H -0.033 0.040 0.036
H -0.027 -0.051 0.053
H -0.063 0.062 0.032
S 0.112 -0.041 -0.001
Sb -0.023 0.016 -0.131
S 0.093 0.034 -0.143
S 0.033 0.099 0.132
S -0.124 0.043 0.083
C 0.005 -0.054 -0.036
O -0.035 0.066 -0.025
C -0.018 -0.177 -0.146
O 0.086 0.023 0.012
C 0.061 -0.060 0.235
C -0.019 0.199 -0.249
As -0.233 -0.193 0.013
C -0.020 0.042 0.028
C 0.027 0.137 0.062
C 0.008 -0.435 -0.110
As -0.039 0.024 0.186
C -0.103 -0.083 0.058
C -0.052 0.061 0.170
O 0.167 0.075 -0.228
O -0.036 -0.075 0.065
C 0.019 0.054 0.001
C 0.079 -0.117 0.063
O 0.052 0.017 -0.024
O -0.035 0.095 -0.026
C 0.001 -0.062 -0.022
C -0.063 0.066 0.200
O 0.162 0.238 -0.166
O -0.112 -0.118 -0.048
C 0.080 0.033 -0.009
H -0.019 0.018 0.026
H 0.016 0.032 0.012
H 0.011 0.000 0.035
H -0.012 0.011 -0.017
H 0.042 0.000 -0.017
H 0.004 0.003 0.023
H 0.005 -0.001 -0.031
H -0.011 0.018 -0.019
H -0.004 0.049 0.083
H -0.035 -0.005 0.013
H -0.002 -0.033 -0.022
H 0.000 0.024 -0.018
H -0.018 -0.002 -0.020
H 0.012 0.003 -0.004
H -0.003 0.045 0.000
H 0.016 0.054 -0.008
H 0.038 -0.010 -0.018
H -0.001 -0.030 0.068
O 0.043 -0.134 -0.125
C -0.064 0.001 0.099
C 0.024 -0.019 -0.089
H 0.016 0.022 0.005
H 0.022 -0.056 0.053
H 0.008 0.028 0.057

Output
Charge: +1
ΔE to the lowest compared entry with this formula, charge and spin (kcal per mole): 34.7
Largest force on an atom (Eh/bohr): 0.0087
Total energy (eV): -349241.8728
LUMO (eV): -3.9796
HOMO level (eV): -9.75
Spin multiplicity: 1

These are the Mulliken partial charges, in e, on atoms 1 to 4:
1. Tc 0.413
2. O -0.526
3. C -1.254
4. C 2.285



(2)
Below is a structure of composition C21H31BN7O5W, with properties calculated with ωB97M-V/def2-TZVPD.

CARTESIAN COORDINATES (ANGSTROEM)
1 W 0.0064 -0.8477 0.1687
2 O -1.5715 -1.5407 1.5759
3 C -1.4666 -2.8628 2.1435
4 C -1.0839 -3.7314 0.9761
5 N 0.1919 -3.2840 0.3636
6 C 0.2769 -3.8790 -0.9799
7 C -0.4891 -2.9856 -1.9424
8 O -1.0703 -3.3869 -2.9121
9 O -0.3951 -1.7159 -1.6005
10 C 1.3386 -3.6230 1.2199
11 C 1.6734 -2.4420 2.1151
12 O 2.1341 -2.5431 3.2185
13 O 1.4170 -1.2909 1.5154
14 H -1.8575 -0.8819 2.2208
15 H -2.4331 -3.1633 2.5469
16 H -0.7258 -2.8634 2.9461
17 H -1.8622 -3.6555 0.2143
18 H -1.0054 -4.7788 1.2788
19 H -0.1144 -4.8972 -1.0025
20 H 1.3168 -3.9048 -1.2994
21 H 2.2145 -3.8008 0.5959
22 H 1.1591 -4.5187 1.8154
23 C 3.0503 -1.5815 -1.5440
24 C 2.5561 -0.1788 -1.5949
25 C 3.1161 0.9043 -2.2626
26 C 2.2684 1.9748 -2.0233
27 C 2.3783 3.3824 -2.4930
28 N 1.2597 1.5383 -1.2528
29 N 1.4351 0.2133 -0.9819
30 B 0.0946 2.3199 -0.6145
31 N -1.2409 1.7098 -1.0477
32 N -1.5243 0.4175 -0.7239
33 C -2.7425 0.1411 -1.2111
34 C -3.3814 -1.2038 -1.1469
35 C -3.2500 1.2773 -1.8332
36 C -2.2717 2.2494 -1.7157
37 C -2.2697 3.6532 -2.2083
38 N 0.1826 2.1565 0.9094
39 N -0.0026 0.9302 1.4771
40 C 0.0840 1.1028 2.8114
41 C -0.0556 0.0368 3.8467
42 C 0.3118 2.4468 3.0831
43 C 0.3717 3.0836 1.8561
44 C 0.5960 4.5231 1.5528
45 H 4.0464 -1.6386 -1.9769
46 H 3.1048 -1.9389 -0.5151
47 H 2.4018 -2.2367 -2.1271
48 H 4.0173 0.9109 -2.8498
49 H 3.2536 3.4866 -3.1295
50 H 1.4999 3.6771 -3.0666
51 H 2.4800 4.0731 -1.6559
52 H 0.1593 3.4647 -0.9187
53 H -3.2696 -1.6625 -0.1655
54 H -4.4462 -1.1087 -1.3513
55 H -2.9503 -1.8650 -1.9000
56 H -4.2047 1.3735 -2.3199
57 H -3.2029 3.8602 -2.7265
58 H -2.1697 4.3608 -1.3853
59 H -1.4477 3.8266 -2.9027
60 H 0.6143 -0.8010 3.6729
61 H 0.1904 0.4637 4.8166
62 H -1.0825 -0.3306 3.9454
63 H 0.4243 2.8960 4.0543
64 H 0.7675 5.0652 2.4797
65 H 1.4625 4.6633 0.9073
66 H -0.2681 4.9615 1.0537

Force components x, y, z for each atom (eV/Å):
W -0.069 -0.086 0.004
O 0.056 0.018 -0.129
C -0.007 -0.045 0.029
C -0.019 -0.007 0.019
N 0.081 0.052 -0.083
C -0.050 -0.083 -0.036
C 0.016 0.093 -0.081
O 0.051 -0.091 0.069
O -0.079 -0.028 0.014
C 0.048 -0.020 0.077
C -0.040 0.126 -0.012
O 0.007 -0.105 -0.053
O 0.011 -0.032 0.073
H 0.031 0.045 0.056
H 0.003 0.009 -0.019
H 0.003 -0.020 -0.011
H -0.004 -0.007 0.010
H -0.007 0.016 0.018
H -0.006 0.020 0.002
H 0.003 0.002 -0.007
H -0.009 -0.026 -0.002
H 0.002 0.014 0.004
C 0.018 -0.009 -0.019
C 0.123 -0.016 -0.083
C -0.099 0.006 0.039
C -0.050 -0.102 0.050
C 0.014 0.064 -0.025
N 0.083 -0.031 -0.024
N -0.030 0.009 0.028
B 0.037 0.045 -0.054
N -0.118 0.008 -0.062
N 0.001 0.104 0.078
C -0.038 -0.058 -0.052
C -0.066 0.008 0.032
C 0.031 -0.015 0.015
C 0.074 -0.099 0.053
C -0.013 0.065 -0.018
N -0.049 0.023 0.121
N 0.102 0.073 0.029
C -0.061 0.085 0.020
C -0.032 -0.058 0.025
C -0.004 -0.065 -0.043
C -0.011 -0.080 -0.026
C 0.000 0.065 0.003
H 0.012 0.003 0.025
H -0.004 -0.006 -0.005
H -0.008 0.016 -0.004
H 0.019 -0.006 -0.002
H 0.001 -0.004 0.000
H 0.000 0.007 0.001
H -0.004 0.002 -0.003
H -0.011 0.064 -0.022
H 0.020 0.005 -0.019
H 0.009 -0.001 -0.009
H 0.006 0.004 -0.009
H -0.016 0.002 -0.007
H -0.002 -0.006 0.002
H 0.005 0.008 -0.005
H 0.005 0.005 0.002
H 0.011 0.015 0.034
H 0.025 -0.009 -0.002
H -0.015 0.025 -0.014
H 0.001 0.004 0.015
H 0.003 0.006 -0.004
H 0.005 -0.004 0.000
H 0.001 0.001 -0.005

Output
Charge: +1
ΔE to the lowest compared entry with this formula, charge and spin (kcal per mole): 0.0
Largest force on an atom (Eh/bohr): 0.0029
Total energy (eV): -45450.6641
LUMO (spin up / spin down) (eV): -2.9690 / -3.2489
HOMO level (spin up / spin down) (eV): -10.95 / -11.92
Spin multiplicity: 3
Expectation value of S²: 2.01

These are the Mulliken partial charges, in e, on atoms 1 to 4:
1. W 2.636
2. O -0.983
3. C -0.771
4. C -0.822



(3)
Below is a structure of composition C21H31F5HfP2S at a distorted geometry, with properties calculated with ωB97M-V/def2-TZVPD.

CARTESIAN COORDINATES (ANGSTROEM)
1 P -0.1103 -4.5546 1.4828
2 P 1.4272 4.6236 0.6641
3 C -0.1384 -2.6871 0.0474
4 C -0.6578 -2.1468 -1.1826
5 H -0.5306 -2.1916 0.9827
6 H 0.9399 -2.8881 0.1260
7 H -1.7233 0.5792 -1.0345
8 H -1.6727 -2.3532 -1.5196
9 C -0.3102 4.9549 0.1827
10 H -0.7238 5.3365 1.1304
11 H -0.9493 4.1127 -0.1412
12 H -0.3197 5.7644 -0.5619
13 C 2.3184 4.7794 -0.9239
14 H 1.7752 5.3968 -1.6548
15 H 2.7228 3.8644 -1.3810
16 H 3.1650 5.3576 -0.5088
17 C -1.8228 -5.0062 1.1065
18 H -2.0267 -5.8222 1.8028
19 H -1.9247 -5.3129 0.0632
20 H -2.4700 -4.1462 1.3382
21 C 0.7668 -5.5319 0.2297
22 H 1.6498 -4.9798 -0.1055
23 H 0.1122 -5.7766 -0.6095
24 H 1.0891 -6.4258 0.7793
25 Hf 0.0955 -0.0217 -0.6211
26 C 0.1842 1.6798 -1.6699
27 C -1.2476 1.2232 -1.8598
28 C -1.4814 0.4902 -3.2179
29 C -0.6919 -0.8263 -3.4910
30 C 0.1734 -1.5400 -2.3676
31 C 1.4649 -0.7772 -2.0167
32 C 1.9210 0.3408 -2.9457
33 C 1.0891 1.6670 -2.8498
34 C 1.9275 0.3407 0.4743
35 H 0.3862 2.4622 -0.9141
36 H -1.9547 2.0921 -1.7867
37 H -1.3034 1.1864 -4.0394
38 H -2.5430 0.2268 -3.2760
39 H -1.4059 -1.5834 -3.8184
40 H -0.0272 -0.6497 -4.3646
41 H 0.5738 -2.4527 -2.8671
42 H 2.2803 -1.4865 -1.7555
43 H 1.9043 -0.0022 -3.9988
44 H 2.9702 0.5933 -2.7176
45 H 1.7774 2.5255 -2.8154
46 H 0.5112 1.7513 -3.7734
47 H 2.2777 1.3718 0.3869
48 H 2.7972 -0.3002 0.2448
49 H 1.7316 0.1858 1.5442
50 F -1.0340 0.6961 7.2846
51 C -1.0917 0.6277 5.9372
52 C -0.1235 1.2573 5.1646
53 F 0.8825 1.9453 5.7672
54 C -0.1915 1.1803 3.7750
55 F 0.7418 1.8697 3.0581
56 C -1.2012 0.4450 3.1147
57 S -1.4230 0.3374 1.4021
58 C -2.1628 -0.1677 3.9384
59 F -3.1766 -0.8601 3.3533
60 C -2.1338 -0.0887 5.3297
61 F -3.0828 -0.6863 6.0789

Force components x, y, z for each atom (eV/Å):
P -0.580 0.890 -1.372
P -0.806 -0.650 -1.584
C 0.888 0.437 0.375
C 0.537 -1.263 -1.315
H -0.307 -0.717 -0.736
H -0.033 1.187 -0.404
H -0.192 0.806 -0.741
H -0.332 0.498 0.619
C 0.611 0.679 1.116
H -0.307 -0.123 -0.330
H 0.542 0.132 0.068
H -0.070 -0.312 -0.034
C -0.375 0.807 1.012
H 0.107 -0.427 0.156
H -0.043 0.103 0.366
H 0.310 -0.143 -0.545
C 0.175 0.344 0.158
H -0.422 -0.155 -0.083
H -0.191 -0.078 0.275
H 0.060 -0.467 0.062
C -0.083 0.136 0.220
H 0.035 -0.328 0.099
H 0.266 -0.152 0.105
H 0.105 -0.099 -0.314
Hf 0.596 -2.519 7.352
C -0.065 2.231 -0.332
C -2.908 2.602 -1.998
C -0.567 -0.304 0.556
C 0.240 -0.532 -0.130
C -0.827 -0.897 -1.144
C 2.457 -2.009 -1.290
C 0.468 0.369 -0.492
C 0.532 -0.379 -0.827
C 1.800 0.088 0.473
H -0.646 -0.149 -0.510
H 0.406 -0.842 -0.190
H -0.053 -0.085 0.217
H 0.133 0.227 0.134
H -0.039 0.104 -0.092
H -0.305 -0.311 0.748
H 0.093 0.252 0.423
H -0.602 0.594 -0.189
H 0.290 0.069 0.412
H -0.356 -0.419 -0.003
H -0.233 -0.324 -0.148
H 0.284 0.387 0.033
H 0.140 0.150 0.088
H -0.286 0.355 0.041
H -0.265 -0.004 -0.052
F -0.013 -0.020 -1.262
C -0.375 -0.278 0.913
C 0.584 0.384 0.177
F -1.018 -0.640 -0.655
C -0.147 -0.077 -0.304
F -0.585 -0.431 0.303
C 0.362 0.207 1.441
S -0.238 0.397 -0.759
C -0.419 -0.297 -0.135
F 0.809 0.479 0.542
C -0.019 0.001 0.159
F 0.877 0.520 -0.676

Output
Charge: +2
ΔE to the lowest compared entry with this formula, charge and spin (kcal per mole): 114.9
Largest force on an atom (Eh/bohr): 0.1516
Total energy (eV): -66560.4288
LUMO (eV): -9.3362
HOMO level (eV): -13.07
Spin multiplicity: 1

These are the Mulliken partial charges, in e, on atoms 1 to 4:
1. P 0.402
2. P 0.591
3. C -1.455
4. C -0.089